The following is a quantum chemistry calculation of a molecular structure, C23H68BIN20O43Si2 in a non-equilibrium geometry, from OMol25.

Last column: Löwdin charge in e.
Element x y z (Å)
C -3.2363 -1.5576 -1.4658  0.021
C -2.7779 -0.2569 -2.0400  -0.495
O -3.3263 0.3207 -2.9304  0.121
O -1.6629 0.2692 -1.4202  0.043
C -0.7997 1.0590 -2.1922  -0.474
O -1.0081 2.2265 -2.2678  0.151
C 0.3874 0.3703 -2.8127  -0.131
Si 0.7025 -1.4488 -2.3560  0.609
O 1.2889 -2.2839 -3.6912  -0.467
Si 0.3847 -3.4924 -4.3483  0.055
I -1.2942 -2.5738 -5.8631  0.526
B 1.8785 -1.6225 -0.7211  -0.628
N 3.2826 -1.6712 -0.7356  0.179
O 1.2134 -1.7198 0.5113  0.048
H -4.2965 -1.4757 -1.2217  0.096
H -3.1387 -2.3218 -2.2427  0.092
H -2.6691 -1.8638 -0.5899  0.088
H 1.2411 1.0097 -2.5812  0.097
H 0.2104 0.4286 -3.8944  0.105
H -0.6071 -2.0397 -2.0401  0.006
H 1.2411 -4.4327 -5.0676  -0.067
H -0.3524 -4.1863 -3.2787  -0.042
H 3.7231 -1.3109 -1.5718  0.078
H 3.7447 -1.3231 0.1009  0.041
H 0.7776 -0.9030 0.7761  0.087
C -0.4063 0.2851 -9.6316  0.059
N -0.0331 -1.1419 -9.4650  -0.455
O 0.9328 -1.4206 -8.7796  0.023
O -0.7211 -1.9617 -10.0408  0.050
H 0.2950 0.8906 -9.0733  0.097
H -0.3682 0.4976 -10.6963  0.104
H -1.4205 0.4011 -9.2571  0.077
C 3.9910 -0.5525 4.0984  0.044
N 4.1667 -1.1614 2.7516  -0.417
O 4.6021 -0.4545 1.8584  0.059
O 3.8676 -2.3277 2.6178  0.064
H 4.3031 0.4809 4.0437  0.087
H 2.9433 -0.6459 4.3631  0.093
H 4.6089 -1.1197 4.7883  0.108
C 0.5385 4.1061 -4.1692  0.021
N 0.9270 4.2857 -5.5879  -0.449
O 0.8595 5.3939 -6.0783  0.061
O 1.2972 3.2855 -6.1736  0.050
H 0.2442 5.0681 -3.7665  0.098
H -0.2834 3.4018 -4.1345  0.077
H 1.4038 3.7139 -3.6496  0.078
C -6.7895 -4.2828 -4.5626  0.045
N -5.3516 -4.3862 -4.1883  -0.454
O -4.5359 -3.8871 -4.9315  0.027
O -5.0983 -4.9646 -3.1494  0.054
H -6.8565 -3.7445 -5.5002  0.094
H -7.1730 -5.2944 -4.6513  0.099
H -7.2936 -3.7561 -3.7583  0.098
C 3.8790 7.2093 -2.6204  0.043
N 3.2251 5.8836 -2.7934  -0.432
O 3.3781 5.3061 -3.8504  0.066
O 2.5788 5.4551 -1.8562  0.054
H 4.4113 7.4490 -3.5314  0.098
H 3.0904 7.9271 -2.4150  0.106
H 4.5550 7.1251 -1.7788  0.069
C 5.4194 -5.0096 2.7008  0.039
N 6.6855 -5.5806 3.2374  -0.455
O 6.6869 -6.7410 3.5912  0.065
O 7.6413 -4.8321 3.2892  0.055
H 4.6614 -5.7832 2.7183  0.097
H 5.1471 -4.1744 3.3338  0.074
H 5.6176 -4.6669 1.6902  0.103
C -5.2371 -1.1301 4.8430  0.045
N -6.5330 -1.7825 4.5114  -0.436
O -6.6128 -2.9801 4.7173  0.044
O -7.4186 -1.0888 4.0664  0.076
H -4.5659 -1.8927 5.2205  0.066
H -4.8536 -0.6788 3.9324  0.106
H -5.4375 -0.3718 5.5915  0.087
C -6.4231 -0.9234 9.2758  0.061
N -5.0956 -1.4852 8.9095  -0.429
O -4.5940 -1.1454 7.8522  0.039
O -4.5843 -2.2509 9.6976  0.074
H -6.7462 -0.2602 8.4820  0.100
H -7.1070 -1.7581 9.3973  0.110
H -6.3049 -0.3862 10.2097  0.063
C 2.2996 -3.0495 -11.2438  0.051
N 2.5880 -3.1364 -12.7012  -0.442
O 2.2581 -2.2080 -13.4085  0.071
O 3.1479 -4.1431 -13.0944  0.041
H 1.8079 -2.1084 -11.0497  0.065
H 1.6614 -3.8881 -10.9843  0.109
H 3.2495 -3.1171 -10.7222  0.106
C -4.3908 1.2713 -5.8726  0.056
N -3.7364 0.7409 -7.0999  -0.442
O -3.1369 1.5245 -7.8120  0.054
O -3.8311 -0.4502 -7.3060  0.021
H -4.2141 2.3391 -5.8317  0.097
H -5.4494 1.0426 -5.9517  0.102
H -3.9563 0.7566 -5.0198  0.069
C -6.7137 0.3028 13.8990  0.062
N -6.5318 0.8979 12.5479  -0.431
O -7.3672 0.6492 11.6914  0.019
O -5.5609 1.5969 12.3702  0.087
H -7.6207 -0.2887 13.8901  0.098
H -5.8367 -0.3049 14.1007  0.105
H -6.7768 1.1260 14.6041  0.106
C 6.1725 -3.8841 -13.8829  0.039
N 7.3527 -4.0611 -12.9915  -0.454
O 7.5076 -5.1396 -12.4574  0.064
O 8.0862 -3.1023 -12.8568  0.055
H 5.6118 -4.8092 -13.9028  0.086
H 5.5772 -3.0739 -13.4769  0.088
H 6.5506 -3.6204 -14.8659  0.101
C 1.9501 3.4373 5.7703  0.059
N 1.9310 1.9495 5.7186  -0.435
O 2.9367 1.3450 6.0405  0.045
O 0.8974 1.4296 5.3585  0.065
H 2.9287 3.7530 6.1105  0.095
H 1.7347 3.7966 4.7687  0.104
H 1.1653 3.7409 6.4573  0.103
C 3.1313 -7.4551 -5.3119  0.045
N 1.8713 -7.0732 -6.0073  -0.459
O 1.9070 -6.9286 -7.2102  0.072
O 0.8889 -6.9222 -5.3096  0.027
H 3.9143 -7.5484 -6.0544  0.094
H 3.3505 -6.6708 -4.5935  0.097
H 2.9461 -8.3953 -4.8019  0.099
C -1.5049 -0.0935 7.7885  0.045
N -1.5525 1.3890 7.9061  -0.450
O -1.8312 2.0277 6.9129  0.054
O -1.3060 1.8650 8.9968  0.054
H -1.7481 -0.3602 6.7676  0.095
H -0.5014 -0.4131 8.0519  0.103
H -2.2324 -0.4960 8.4850  0.077
C 7.9640 9.2797 -0.3393  0.040
N 6.9670 8.4855 -1.1044  -0.433
O 6.9684 7.2790 -0.9662  0.068
O 6.2117 9.1026 -1.8279  0.063
H 8.5612 8.5939 0.2489  0.089
H 8.5755 9.8149 -1.0593  0.105
H 7.4146 9.9703 0.2931  0.089
C -4.9218 -5.1216 6.5099  0.053
N -3.4702 -4.8934 6.2634  -0.443
O -3.1609 -3.9913 5.5082  0.052
O -2.6883 -5.6157 6.8428  0.068
H -5.4714 -4.4001 5.9168  0.055
H -5.1498 -6.1426 6.2194  0.103
H -5.0813 -4.9876 7.5762  0.099
C 8.4030 7.9772 3.8102  0.051
N 7.6677 9.0161 3.0358  -0.454
O 6.6304 8.6909 2.4948  0.061
O 8.1623 10.1233 2.9888  0.064
H 7.8432 7.0522 3.7502  0.095
H 9.3883 7.8794 3.3647  0.101
H 8.4829 8.3338 4.8325  0.101
C -7.7148 3.6606 10.1975  0.044
N -8.9928 4.4235 10.2140  -0.454
O -9.5285 4.6630 9.1529  0.069
O -9.4148 4.7512 11.3047  0.059
H -7.4622 3.4377 9.1677  0.095
H -6.9563 4.2819 10.6636  0.103
H -7.8718 2.7532 10.7713  0.066

## Properties
net charge	0
HOMO	-9.1885	eV
2S+1	1
total energy	-6147.5416	a.u.
frontier orbital gap	8.29	eV
max |F|	1.02	eV Å⁻¹